{"formula": "C29H33N2", "method": "ωB97M-V/def2-TZVPD", "species": ["C", "C", "C", "C", "C", "C", "N", "C", "C", "N", "C", "C", "C", "C", "C", "C", "C", "C", "C", "C", "C", "C", "C", "C", "H", "H", "H", "H", "H", "H", "H", "H", "H", "H", "H", "H", "H", "H", "H", "H", "H", "H", "H", "H", "H", "H", "H", "H", "H", "H", "C", "C", "C", "C", "C", "C", "C", "H", "H", "H", "H", "H", "H", "H"], "coordinates": [[-5.636, -2.964, 1.200], [-4.158, -2.709, 1.172], [-3.280, -3.721, 0.771], [-1.903, -3.499, 0.702], [-1.027, -4.642, 0.305], [-1.415, -2.215, 1.000], [-0.005, -2.005, 0.977], [0.643, -0.918, 0.426], [0.191, 0.058, -0.446], [1.926, -0.940, 0.953], [2.765, 0.206, 0.941], [2.810, 1.016, 2.083], [2.184, 0.606, 3.379], [3.400, 2.279, 1.966], [3.950, 2.709, 0.755], [4.492, 4.100, 0.643], [3.978, 1.834, -0.339], [3.391, 0.566, -0.255], [3.416, -0.382, -1.414], [2.038, -1.995, 1.830], [0.873, -2.664, 1.831], [-2.258, -1.233, 1.542], [-1.724, 0.030, 2.136], [-3.637, -1.476, 1.568], [-6.172, -2.034, 1.413], [-5.986, -3.359, 0.238], [-5.902, -3.699, 1.972], [-3.672, -4.704, 0.494], [0.020, -4.366, 0.175], [-1.077, -5.450, 1.048], [-1.388, -5.073, -0.638], [1.003, 0.625, -0.895], [-0.858, 0.020, -0.739], [2.397, 1.383, 4.124], [1.089, 0.515, 3.318], [2.589, -0.336, 3.773], [3.405, 2.941, 2.839], [4.857, 4.282, -0.371], [3.714, 4.839, 0.874], [5.317, 4.262, 1.349], [4.445, 2.148, -1.279], [4.047, 0.041, -2.204], [3.840, -1.357, -1.136], [2.424, -0.559, -1.844], [2.942, -2.169, 2.387], [0.564, -3.524, 2.401], [-2.570, 0.634, 2.485], [-1.066, -0.136, 3.003], [-1.176, 0.631, 1.403], [-4.311, -0.687, 1.915], [-0.579, 2.084, -2.167], [-0.911, 3.410, -2.478], [-1.636, 3.923, -3.543], [-2.270, 3.256, -4.588], [-2.200, 1.896, -4.872], [-1.457, 0.925, -4.212], [-0.714, 1.004, -3.027], [-0.140, 2.001, -1.178], [-0.547, 4.154, -1.761], [-1.735, 5.012, -3.546], [-2.867, 3.873, -5.269], [-2.767, 1.548, -5.744], [-1.454, -0.063, -4.685], [-0.209, 0.069, -2.761]], "forces_ev_per_angstrom": [[-0.278, -0.009, 0.026], [0.260, -0.089, -0.080], [0.030, 0.429, 0.141], [-0.467, 0.389, -0.175], [0.195, -0.485, -0.324], [-0.254, -0.609, 0.505], [-0.023, 0.660, -0.137], [-0.045, 0.580, -0.358], [0.416, -1.576, 1.017], [-0.180, 0.050, -0.285], [0.065, 0.432, -0.091], [0.100, 0.473, -0.458], [-0.128, 0.181, 0.636], [0.008, -0.424, -0.166], [-0.085, -0.292, -0.010], [0.161, 0.217, -0.044], [-0.157, 0.001, 0.301], [0.015, 0.276, 0.358], [0.331, -0.090, -0.515], [-0.206, -0.942, 0.387], [0.560, 0.023, 0.686], [-0.249, -0.205, -0.194], [-0.240, 0.661, 0.130], [0.270, -0.278, -0.207], [-0.029, -0.207, -0.040], [0.047, 0.100, 0.205], [0.073, 0.176, -0.161], [0.107, 0.295, 0.122], [-0.128, -0.024, -0.042], [0.041, 0.242, -0.107], [0.120, 0.066, 0.150], [-0.677, -0.002, 0.118], [0.530, 0.096, -0.017], [-0.090, -0.208, -0.096], [0.327, -0.104, -0.128], [-0.178, 0.256, -0.161], [0.033, -0.205, -0.346], [0.008, 0.103, 0.167], [0.176, -0.121, -0.062], [-0.142, -0.005, -0.174], [-0.134, -0.105, 0.361], [-0.102, -0.152, 0.092], [-0.169, 0.243, -0.011], [0.126, -0.046, 0.154], [-0.005, -0.106, -0.122], [0.033, 0.066, -0.074], [0.194, -0.088, 0.042], [-0.140, -0.155, -0.313], [0.015, -0.097, 0.224], [0.215, -0.284, -0.017], [-0.274, 1.594, -0.423], [-0.015, -0.150, 0.225], [0.001, 0.504, -0.234], [-0.077, -0.003, -0.016], [-0.260, 0.006, -0.201], [0.245, -0.216, 0.055], [-0.048, -0.610, -0.553], [0.123, -0.399, -0.428], [-0.212, -0.252, -0.184], [-0.070, -0.334, -0.010], [0.249, -0.246, 0.249], [0.257, 0.185, 0.289], [-0.040, 0.346, 0.182], [-0.233, 0.471, 0.145]], "nbo_charge": [-0.632, 0.010, -0.214, -0.007, -0.649, 0.162, -0.421, 0.443, -0.838, -0.427, 0.172, -0.001, -0.641, -0.213, 0.007, -0.631, -0.228, -0.009, -0.643, -0.059, -0.089, -0.006, -0.657, -0.221, 0.216, 0.223, 0.230, 0.214, 0.226, 0.231, 0.229, 0.227, 0.218, 0.225, 0.226, 0.227, 0.215, 0.216, 0.221, 0.231, 0.212, 0.220, 0.235, 0.218, 0.236, 0.239, 0.219, 0.223, 0.239, 0.211, -0.137, -0.104, -0.132, -0.117, -0.126, -0.142, -0.054, 0.285, 0.243, 0.245, 0.249, 0.248, 0.245, 0.266], "de_lowest_ev": 1.642, "homo_energy_ev": -9.07, "homo_lumo_gap_ev": 4.1467, "total_charge": 1, "e_lumo_ev": -4.92}